This record from the Open Molecules 2025 dataset describes an isolated molecule of C11H14O2 at a distorted geometry. The level of theory is the ωB97M-V functional and the def2-TZVPD basis.

Structure (XYZ):
```
27
C11H14O2 (the ωB97M-V functional and the def2-TZVPD basis)
C -0.53521 0.02724 0.68462
C -0.90935 -0.94570 -0.14483
C 1.96175 -0.46469 0.73626
C 2.12168 -1.80163 0.15159
C 2.61223 0.15929 1.71760
C 0.80580 0.21204 -0.01571
C 0.38545 -0.89896 -1.03960
C -1.08888 0.40872 1.99883
C -2.00149 -1.92271 -0.23821
C 1.22776 1.66371 -0.40338
C 0.19999 -0.57074 -2.48567
O 2.96078 -2.63443 0.42624
O 1.21283 -2.01710 -0.83882
H 2.49405 1.13094 1.97075
H 3.31613 -0.40522 2.32999
H -0.67430 -0.17504 2.68037
H -2.07837 0.22551 1.98991
H -1.00907 1.50010 2.14874
H -3.00258 -1.34660 -0.61350
H -2.36017 -2.24760 0.70769
H -1.76811 -2.76476 -0.75775
H 1.73736 1.71724 -1.34455
H 1.63882 2.05297 0.47413
H 0.37177 2.22784 -0.68584
H 1.16901 -0.39314 -2.99982
H -0.31159 0.43241 -2.73371
H -0.44657 -1.24193 -2.88140
```

Summary:
* relative energy (zero: lowest compared OMol25 entry of this formula, charge and spin): 46.4 kJ/mol
* HOMO-LUMO gap (spin up / spin down): 4.71 / 5.14 eV
* DFT total energy: -577.7610 Eh
* LUMO energy (spin up / spin down): 0.18 / -3.61 eV
* spin multiplicity: 3

---

This record from the Open Molecules 2025 dataset describes an isolated molecule of C11H14OS at a distorted geometry. The level of theory is the ωB97M-V functional and the def2-TZVPD basis.

Structure (XYZ):
```
27
C11H14OS (the ωB97M-V functional and the def2-TZVPD basis)
C 2.65332 -1.02136 -0.04495
C 2.01863 0.33642 -0.41047
C 1.62384 0.22076 -1.88279
C 0.89853 0.72781 0.50745
C 1.42897 1.20494 1.93461
O 0.14011 -0.50938 0.86477
C -1.17499 -0.38806 0.58551
C -2.04034 -1.44633 0.73396
C -3.36874 -1.27994 0.24317
C -3.77054 -0.10157 -0.39286
C -2.87986 0.93425 -0.69885
C -1.61924 0.77674 -0.13994
S -0.21666 1.97753 -0.22208
H 1.94836 -1.60743 0.53751
H 3.55777 -1.01033 0.53243
H 2.88083 -1.63102 -1.02194
H 2.73766 1.11509 -0.31755
H 0.85907 -0.59825 -1.97535
H 2.44355 0.04628 -2.52143
H 1.16155 1.13257 -2.40022
H 0.58861 1.09798 2.60514
H 1.60215 2.22759 1.92923
H 2.24740 0.49672 2.10572
H -1.66398 -2.40369 1.03859
H -4.13393 -2.10643 0.49568
H -4.86375 0.07058 -0.65746
H -3.05830 1.73851 -1.42786
```

Summary:
* relative energy (zero: lowest compared OMol25 entry of this formula, charge and spin): 54.7 kJ/mol
* HOMO-LUMO gap: 8.67 eV
* SMILES: CC(C)[C@]1(C)Oc2ccccc2S1
* DFT total energy: -900.9334 Eh
* LUMO energy: 0.80 eV

---

This record from the Open Molecules 2025 dataset describes a 2-piece molecular cluster, C11H14OSe overall at a distorted geometry. The level of theory is the ωB97M-V functional and the def2-TZVPD basis.

Structure (XYZ):
```
27
C11H14OSe (the ωB97M-V functional and the def2-TZVPD basis)
C 3.74622 1.49062 0.20964
C 3.37851 0.99604 -1.03747
C 3.24449 0.87388 1.40953
C 2.52864 -0.15434 -1.11126
C 2.40768 -0.20572 1.32676
C 1.98977 -0.67345 0.05672
C -0.57129 0.48574 -0.94093
C -2.81087 -1.68289 -0.74212
C -3.43012 0.45625 0.52477
C -1.18870 0.06115 0.33412
C -2.43619 -0.76364 0.47341
O 0.38540 1.19850 -1.14781
Se 0.78388 -2.04645 0.07503
H 4.42724 2.39883 0.12924
H 3.81581 1.52981 -1.95734
H 3.61545 1.37111 2.37722
H 2.13500 -0.73750 -1.89066
H 2.15707 -0.51919 2.33007
H -1.18560 -0.09806 -1.79065
H -1.77209 -1.86295 -1.24398
H -3.53767 -1.09901 -1.40244
H -3.22353 -2.57864 -0.26073
H -3.31116 1.17621 -0.38580
H -3.36010 1.08431 1.49384
H -4.54988 0.08431 0.59673
H -0.91300 0.47028 1.21275
H -2.32498 -1.25521 1.36133
```

Summary:
* relative energy (zero: lowest compared OMol25 entry of this formula, charge and spin): 416.3 kJ/mol
* HOMO-LUMO gap (spin up / spin down): 6.49 / 6.49 eV
* DFT total energy: -2904.0517 Eh
* LUMO energy (spin up / spin down): -1.68 / -1.68 eV

---

This record from the Open Molecules 2025 dataset describes C11H15AgO4PS3 as an isolated structure. The level of theory is the ωB97M-V functional and the def2-TZVPD basis.

Structure (XYZ):
```
35
C11H15AgO4PS3 (the ωB97M-V functional and the def2-TZVPD basis)
Ag 0.76221 -1.11609 -0.57397
C -4.19962 2.38230 -1.21464
C -3.62060 1.66286 -2.41405
O -3.61764 0.25313 -2.18063
P -2.20906 -0.53284 -2.06483
S -2.57092 -2.41407 -1.74558
S -1.04699 0.49350 -0.77593
O -1.67397 -0.21682 -3.56568
C -0.29526 -0.31336 -3.94372
C 0.14751 -1.74324 -4.16465
H -4.25443 3.45666 -1.40794
H -3.56794 2.21288 -0.34285
H -5.20394 2.01407 -0.99752
H -2.60908 2.01500 -2.62165
H -4.22818 1.83449 -3.30660
H 0.31780 0.17435 -3.18179
H -0.21895 0.26468 -4.86659
H 0.14779 -2.30680 -3.23124
H 1.16440 -1.74954 -4.56201
H -0.51796 -2.24546 -4.86933
O 6.88575 1.91912 -3.90201
C 6.98459 1.47825 -2.56579
O 7.96290 1.90360 -1.93530
C 5.96960 0.60274 -2.10413
C 4.87697 0.10049 -2.89133
C 3.93157 -0.75182 -2.36114
C 3.96292 -1.17873 -1.02404
S 2.77162 -2.31946 -0.35426
C 5.03211 -0.68617 -0.23471
C 5.98936 0.15458 -0.74014
H 6.05859 1.57353 -4.25175
H 4.76931 0.35036 -3.94498
H 3.13210 -1.11501 -2.99938
H 5.08607 -0.99176 0.80530
H 6.79507 0.51007 -0.10925
```

Summary:
* relative energy (zero: lowest compared OMol25 entry of this formula, charge and spin): 0.0 kJ/mol
* HOMO-LUMO gap (spin up / spin down): 2.99 / 5.98 eV
* total charge: -2
* DFT total energy: -2412.1699 Eh
* LUMO energy (spin up / spin down): 4.62 / 4.61 eV
* spin multiplicity: 2

---

Copy entry 2 word for word.
This record from the Open Molecules 2025 dataset describes an isolated molecule of C11H14OS at a distorted geometry. The level of theory is the ωB97M-V functional and the def2-TZVPD basis.

Structure (XYZ):
```
27
C11H14OS (the ωB97M-V functional and the def2-TZVPD basis)
C 2.65332 -1.02136 -0.04495
C 2.01863 0.33642 -0.41047
C 1.62384 0.22076 -1.88279
C 0.89853 0.72781 0.50745
C 1.42897 1.20494 1.93461
O 0.14011 -0.50938 0.86477
C -1.17499 -0.38806 0.58551
C -2.04034 -1.44633 0.73396
C -3.36874 -1.27994 0.24317
C -3.77054 -0.10157 -0.39286
C -2.87986 0.93425 -0.69885
C -1.61924 0.77674 -0.13994
S -0.21666 1.97753 -0.22208
H 1.94836 -1.60743 0.53751
H 3.55777 -1.01033 0.53243
H 2.88083 -1.63102 -1.02194
H 2.73766 1.11509 -0.31755
H 0.85907 -0.59825 -1.97535
H 2.44355 0.04628 -2.52143
H 1.16155 1.13257 -2.40022
H 0.58861 1.09798 2.60514
H 1.60215 2.22759 1.92923
H 2.24740 0.49672 2.10572
H -1.66398 -2.40369 1.03859
H -4.13393 -2.10643 0.49568
H -4.86375 0.07058 -0.65746
H -3.05830 1.73851 -1.42786
```

Summary:
* relative energy (zero: lowest compared OMol25 entry of this formula, charge and spin): 54.7 kJ/mol
* HOMO-LUMO gap: 8.67 eV
* SMILES: CC(C)[C@]1(C)Oc2ccccc2S1
* DFT total energy: -900.9334 Eh
* LUMO energy: 0.80 eV

---

- What is the formula in the fourth record?
  C11H15AgO4PS3

---

Repeat the fourth record exactly.
This record from the Open Molecules 2025 dataset describes C11H15AgO4PS3 as an isolated structure. The level of theory is the ωB97M-V functional and the def2-TZVPD basis.

Structure (XYZ):
```
35
C11H15AgO4PS3 (the ωB97M-V functional and the def2-TZVPD basis)
Ag 0.76221 -1.11609 -0.57397
C -4.19962 2.38230 -1.21464
C -3.62060 1.66286 -2.41405
O -3.61764 0.25313 -2.18063
P -2.20906 -0.53284 -2.06483
S -2.57092 -2.41407 -1.74558
S -1.04699 0.49350 -0.77593
O -1.67397 -0.21682 -3.56568
C -0.29526 -0.31336 -3.94372
C 0.14751 -1.74324 -4.16465
H -4.25443 3.45666 -1.40794
H -3.56794 2.21288 -0.34285
H -5.20394 2.01407 -0.99752
H -2.60908 2.01500 -2.62165
H -4.22818 1.83449 -3.30660
H 0.31780 0.17435 -3.18179
H -0.21895 0.26468 -4.86659
H 0.14779 -2.30680 -3.23124
H 1.16440 -1.74954 -4.56201
H -0.51796 -2.24546 -4.86933
O 6.88575 1.91912 -3.90201
C 6.98459 1.47825 -2.56579
O 7.96290 1.90360 -1.93530
C 5.96960 0.60274 -2.10413
C 4.87697 0.10049 -2.89133
C 3.93157 -0.75182 -2.36114
C 3.96292 -1.17873 -1.02404
S 2.77162 -2.31946 -0.35426
C 5.03211 -0.68617 -0.23471
C 5.98936 0.15458 -0.74014
H 6.05859 1.57353 -4.25175
H 4.76931 0.35036 -3.94498
H 3.13210 -1.11501 -2.99938
H 5.08607 -0.99176 0.80530
H 6.79507 0.51007 -0.10925
```

Summary:
* relative energy (zero: lowest compared OMol25 entry of this formula, charge and spin): 0.0 kJ/mol
* HOMO-LUMO gap (spin up / spin down): 2.99 / 5.98 eV
* total charge: -2
* DFT total energy: -2412.1699 Eh
* LUMO energy (spin up / spin down): 4.62 / 4.61 eV
* spin multiplicity: 2